No. 1
A 2-piece molecular cluster, C4H14N4 overall. Source: OMol25; level of theory: the ωB97M-V functional and the def2-TZVPD basis.

SMILES: [H]/N=C(\C)N.CNCN
DFT total energy: -379.75309 hartree
Molecular weight: 118.18 g mol⁻¹
Kohn-Sham gap: 0.3252 hartree
Maximum force: 3.08 eV Å⁻¹
Energy relative to the best compared isomer or geometry (same formula, charge and spin): 50.7 kcal per mole

Structure (XYZ):
```
22
Properties=species:S:1:pos:R:3:forces:R:3:mulliken_charge:R:1
N 1.3843 1.2629 -0.8012 -1.350 -0.095 -1.154 -0.75
N 2.0945 -0.5678 0.5226 0.501 -0.221 0.148 -0.32
N -1.0366 0.4646 -1.3297 -0.506 -0.186 1.123 -0.83
N -1.9353 1.5742 0.4641 0.624 -0.304 0.285 -0.47
C 1.8485 -1.5560 -0.5132 -0.070 0.192 0.107 -0.73
C -2.0427 -0.8577 0.5304 0.588 -0.059 0.369 -1.28
C 1.3680 0.6589 0.4518 -1.886 -0.560 0.393 -0.20
C -1.3963 0.3851 -0.0506 -1.968 0.353 -2.343 0.59
H 2.5578 -2.3752 -0.3968 -0.065 -0.010 -0.010 0.33
H 0.3395 0.9633 -1.2944 1.970 0.724 0.652 0.43
H 2.0132 -1.0971 -1.4869 0.008 0.009 0.011 0.33
H -3.1146 -0.8509 0.3237 0.104 0.186 -0.081 0.37
H -1.9136 -0.8879 1.6139 -0.023 -0.089 0.002 0.32
H 0.1246 0.3899 0.6241 1.833 0.220 0.478 0.09
H -1.6031 2.4022 -0.0076 0.012 0.009 -0.018 0.26
H 1.6509 1.3086 1.2848 -0.083 -0.084 -0.052 0.41
H -1.9521 1.6618 1.4688 0.066 0.002 0.012 0.24
H -1.6148 -1.7627 0.1007 0.080 0.055 0.044 0.33
H 0.8261 -1.9639 -0.4949 0.011 -0.050 -0.007 0.11
H 2.0493 -0.9701 1.4500 -0.055 0.034 -0.106 0.23
H 1.3337 2.2706 -0.6977 0.075 -0.036 -0.055 0.28
H -0.9815 -0.4529 -1.7619 0.133 -0.090 0.201 0.28
```
Positions in Å, forces in eV/Å.

=====

No. 2
C3H3LaO2 as an isolated structure. Source: OMol25; level of theory: the ωB97M-V functional and the def2-TZVPD basis.

DFT total energy: -297.43446 hartree
Total charge: +2
Molecular weight: 209.96 g mol⁻¹
Kohn-Sham gap (alpha / beta): 0.2421 / 0.2421 hartree
Maximum force: 3.60 eV Å⁻¹
Energy relative to the best compared isomer or geometry (same formula, charge and spin): 25.7 kcal per mole

Structure (XYZ):
```
9
Properties=species:S:1:pos:R:3:forces:R:3:mulliken_charge:R:1
La 0.2095 0.1856 2.4170 -0.789 -0.539 -3.164 2.06
O 2.2719 -0.3542 0.9022 -1.761 0.597 0.785 -0.44
O 3.2909 -0.9000 -1.0970 -1.947 0.715 0.800 -0.12
C 2.6413 -0.5940 -0.1964 3.217 -1.159 -1.113 0.71
C -1.7401 0.7501 -0.5395 0.363 0.420 0.488 -0.52
C -1.1115 -0.2181 0.1494 0.517 0.203 1.888 -0.51
H -2.6858 0.5848 -1.0711 0.512 -0.103 -0.103 0.26
H -1.3500 1.7745 -0.5819 -0.295 -0.183 0.082 0.23
H -1.5262 -1.2287 0.0173 0.184 0.049 0.336 0.33
```
Positions in Å, forces in eV/Å.

=====

No. 3
A single C8H18O2Si molecule. Source: OMol25; level of theory: the ωB97M-V functional and the def2-TZVPD basis.

DFT total energy: -755.51474 hartree
Molecular weight: 174.32 g mol⁻¹
Kohn-Sham gap (alpha / beta): 0.3210 / 0.3210 hartree
Maximum force: 4.25 eV Å⁻¹
Energy relative to the best compared isomer or geometry (same formula, charge and spin): 117.6 kcal per mole

Structure (XYZ):
```
29
Properties=species:S:1:pos:R:3:forces:R:3:mulliken_charge:R:1
Si 1.5636 0.2947 0.6004 0.329 -0.084 -1.108 0.52
O 0.4806 -1.3644 1.5849 -0.503 1.752 -2.283 -0.67
O 0.7278 -2.5274 -1.0584 -0.139 -0.059 0.250 -0.48
C 1.7877 1.8470 -0.5308 -0.021 -0.378 0.470 -1.26
C 3.0740 -0.7765 0.1907 -0.484 0.248 0.229 -1.16
C 0.1577 -1.4704 -1.1836 0.074 -0.440 -1.364 -0.06
C -2.3667 -1.1188 0.3001 0.176 0.048 0.037 -1.80
C -1.9009 0.8514 -1.2005 0.102 -0.090 -0.017 -1.69
C -1.4635 1.0036 1.2526 0.130 -0.162 -0.078 -1.90
C -1.4327 0.0718 0.0439 -0.680 0.023 0.019 2.07
C -0.0554 -0.4178 -0.2449 0.975 -0.901 4.039 0.34
H 3.9509 -0.1465 0.0876 0.148 0.221 -0.019 0.34
H 0.7155 -2.2053 1.1864 0.155 -0.442 -0.256 0.26
H 1.0136 2.5959 -0.3793 -0.185 0.100 0.069 0.29
H 2.7358 2.3351 -0.3274 0.246 0.122 0.079 0.38
H 2.9510 -1.3186 -0.7433 -0.069 -0.022 -0.105 0.38
H -2.4888 1.2985 1.4667 -0.080 0.042 -0.033 0.49
H -2.0179 -1.6589 1.1771 -0.001 -0.059 0.033 0.37
H 1.4831 0.8238 1.9567 -0.049 0.180 0.206 -0.19
H 3.2779 -1.5037 0.9672 -0.026 -0.163 0.166 0.29
H -3.3825 -0.7769 0.4817 -0.119 0.083 -0.043 0.46
H -1.1821 1.6226 -1.4664 0.040 0.139 -0.079 0.36
H -0.8740 1.8969 1.0709 0.077 0.201 0.005 0.36
H -1.0583 0.4861 2.1153 0.012 -0.018 0.168 0.42
H 1.7827 1.5907 -1.5887 0.003 -0.156 -0.163 0.36
H -2.8527 1.3275 -0.9720 -0.047 0.021 0.013 0.45
H -0.2064 -1.1479 -2.1883 0.028 -0.112 -0.026 0.24
H -2.3745 -1.8042 -0.5457 -0.063 -0.083 -0.102 0.41
H -2.0454 0.1917 -2.0530 -0.029 -0.013 -0.107 0.42
```
Positions in Å, forces in eV/Å.

=====

No. 4
A 2-piece molecular cluster, C5H14 overall. Source: OMol25; level of theory: the ωB97M-V functional and the def2-TZVPD basis.

SMILES: CCC.CC
DFT total energy: -198.81526 hartree
Molecular weight: 74.17 g mol⁻¹
Kohn-Sham gap: 0.4374 hartree
Maximum force: 4.43 eV Å⁻¹
Energy relative to the best compared isomer or geometry (same formula, charge and spin): 46.4 kcal per mole

Structure (XYZ):
```
19
Properties=species:S:1:pos:R:3:forces:R:3:mulliken_charge:R:1
C 2.3785 1.1301 -0.6252 3.196 -0.902 0.119 -1.12
C -1.3805 -1.5713 -0.7861 0.469 0.169 -2.146 -0.64
C 1.6660 0.7897 0.6490 -3.156 -1.773 1.951 -0.28
C -2.4971 -1.2937 0.2577 2.664 -0.610 0.525 -0.56
C 0.0688 1.2821 0.6935 4.426 0.085 -0.031 -0.33
H 2.2149 1.1875 1.5213 -0.494 0.093 -0.376 0.38
H 2.1885 0.4165 -1.4141 -0.495 0.153 -0.468 0.30
H 1.5078 -0.3721 0.9425 1.081 2.381 -1.198 0.21
H -1.2936 -2.6586 -0.9747 0.322 0.539 0.185 0.35
H -0.1243 1.7231 1.6323 -0.474 0.730 0.780 0.40
H -1.4704 -1.1338 -1.8464 -0.455 -0.324 1.537 0.24
H 3.5374 1.0183 -0.4967 -1.865 -0.001 0.078 0.28
H -2.4905 -2.2482 0.8495 0.408 1.282 0.473 0.18
H 2.3275 2.1630 -0.9569 -0.710 0.062 -0.004 0.34
H -0.5998 0.5495 0.4634 -1.304 -2.547 0.186 -0.58
H -1.9890 -0.3765 0.7584 -2.480 -1.593 0.005 0.18
H -3.5304 -1.3439 -0.0516 -0.140 1.194 -0.559 0.30
H -0.3924 -1.1235 -0.4625 -1.050 -1.011 -0.071 -0.01
H -0.1212 1.8617 -0.1535 0.055 2.075 -0.986 0.36
```
Positions in Å, forces in eV/Å.